# 1
37
Properties=species:S:1:pos:R:3:mulliken_charge:R:1 method="wB97M-V/def2-TZVPD" homo_lumo_gap_ha=0.310 smiles="[H]/N=C(/N)NCCC[C@H](N)C(=O)N[C@@H](CS)C(=O)O" de_lowest_kcal_mol=103.30 energy_ev=-34066.2557 homo_ev=-8.385
C 0.3073 -1.5533 -0.7477 -0.028
C 1.5143 -0.8713 0.0086 0.277
C -0.5982 -0.3957 -0.6392 -0.496
C -1.9594 -0.6144 -1.2397 -0.661
C -2.9433 0.5475 -1.1333 -1.030
C -4.6242 0.6518 0.8336 0.518
C 3.5619 0.5070 -0.1069 -0.439
C 4.4972 -0.6448 0.5632 0.371
C 3.1550 1.6957 0.7724 -0.638
H -0.0753 -2.2418 1.0675 0.258
H 0.2683 -3.4099 0.1569 0.281
H 0.5778 -2.1170 -1.6826 0.465
H -0.6337 -0.1473 0.4984 0.203
H -0.1706 0.4187 -1.2414 0.330
H -1.9693 -1.0633 -2.2673 0.321
H -2.3674 -1.4470 -0.6884 0.397
H -3.8656 0.5384 -1.6550 0.476
H -2.1914 1.4476 -1.3612 0.307
H -2.9849 1.7096 0.5527 0.210
H -4.3947 2.1599 1.9458 0.189
H -5.9590 -1.0313 0.9487 0.312
H -4.5513 -1.1079 -0.1111 0.223
H 2.2611 0.1360 -1.6958 0.408
H 4.1726 0.8839 -0.9128 0.777
H 2.1528 1.6030 1.3445 0.217
H 3.8771 2.2022 1.4034 0.439
H 4.0849 3.4652 -0.6361 0.150
H 6.1462 -0.5825 1.6868 0.415
N -0.2625 -2.5017 0.1864 -0.729
N -3.3261 0.8986 0.2447 -0.124
N -4.9957 1.3519 1.9045 -0.813
N -5.2399 -0.4278 0.4026 -0.439
N 2.5478 -0.2394 -0.7514 -0.195
O 1.6160 -0.9516 1.2682 -0.666
O 4.6511 -1.7306 0.1067 -0.531
O 5.1299 -0.0379 1.5551 -0.507
S 2.5912 2.8992 -0.5809 -0.246

# 2
31
Properties=species:S:1:pos:R:3:mulliken_charge:R:1 method="wB97M-V/def2-TZVPD" homo_lumo_gap_ha="0.259 / 0.259" smiles="CC(C)(C)[Si](C)(C)N.C=C=C=S" de_lowest_kcal_mol=47.48 energy_ev=-29841.4583 homo_ev="-8.333 / -8.333"
C 3.1488 2.0874 1.1245 -0.831
C 3.7007 1.1009 0.3778 0.649
C 4.0121 0.1769 -0.4431 0.017
C -2.4395 0.7997 0.4191 -2.221
C -0.3143 0.8994 1.5639 -1.778
C -0.5438 1.5639 -0.8341 -1.775
C -1.5749 -1.5541 -1.9127 -1.092
C -0.8933 -2.5473 0.9649 -1.240
C -0.9256 0.5662 0.2422 2.189
N 1.2231 -1.3899 -0.7993 -0.405
Si -0.5064 -1.1879 -0.4161 0.353
S 4.8204 -0.9269 -1.1676 -0.323
H 3.5322 2.4164 2.1214 0.270
H 2.1962 2.6207 0.7365 0.244
H 1.6627 -0.7415 -1.4551 0.188
H -2.5093 1.7810 0.7529 0.715
H -3.0061 0.9009 -0.5338 0.399
H -2.7742 -0.0514 0.9404 0.429
H 0.7490 1.0670 1.4452 0.213
H -0.4609 0.2987 2.3841 0.469
H -0.7905 1.8556 2.0477 0.330
H -1.1990 1.4456 -1.7340 0.422
H -0.8713 2.5673 -0.4242 0.395
H 0.5215 1.5064 -1.2498 0.251
H -1.5992 -2.4542 -2.5215 0.419
H -2.6769 -1.2886 -1.6769 0.254
H -1.2034 -0.9036 -2.7170 0.302
H -1.3612 -3.3813 0.3525 0.303
H 0.0700 -2.7995 1.4545 0.317
H -1.4876 -2.0757 1.7053 0.382
H 1.5008 -2.3520 -0.7479 0.155

# 3
29
Properties=species:S:1:pos:R:3:mulliken_charge:R:1 method="wB97M-V/def2-TZVPD" homo_lumo_gap_ha="0.304 / 0.282" de_lowest_kcal_mol=90.95 energy_ev=-18923.6437 homo_ev="-7.822 / -7.963"
C 1.5702 -1.6174 -0.2592 0.570
C 3.3142 2.7860 0.2306 -0.324
C 4.3642 2.0566 -0.0233 -0.235
C 1.2165 -2.7891 0.6205 -1.034
C 3.0680 -1.2824 -0.2748 -1.403
C -2.4856 1.4713 0.1474 -1.570
C -4.5952 0.2101 0.1566 -1.225
C -2.4830 -0.9632 -0.4949 -1.206
C -3.2738 0.3800 -0.6150 0.713
P 0.4708 -0.5430 -0.9621 -0.007
H 2.2887 2.3147 0.3714 0.132
H 3.2127 3.9245 0.2516 0.218
H 5.4293 2.3920 -0.2179 0.244
H 4.2115 0.9026 -0.0744 -0.071
H 1.6906 -3.6931 0.3668 0.334
H 1.4293 -2.5888 1.6219 0.294
H 0.1147 -2.7587 0.3292 0.253
H 3.3081 -0.6965 -1.1554 0.483
H 3.8076 -2.1466 -0.1690 0.305
H 3.4403 -0.6768 0.5788 0.286
H -2.3403 1.0783 1.1068 0.372
H -2.9192 2.3750 0.1329 0.527
H -1.5011 1.6245 -0.2431 0.290
H -5.3882 -0.2028 -0.5394 0.319
H -4.5838 -0.3114 1.0477 0.382
H -4.8636 1.3124 0.4969 0.279
H -2.6905 -1.6828 -1.3075 0.306
H -2.2814 -1.3121 0.5345 0.434
H -3.5311 0.4365 -1.6576 0.336

# 4
29
Properties=species:S:1:pos:R:3:mulliken_charge:R:1 method="wB97M-V/def2-TZVPD" homo_lumo_gap_ha=0.318 de_lowest_kcal_mol=56.98 energy_ev=-18925.1169 homo_ev=-7.997
C 1.8528 0.7917 0.1855 0.786
C 1.9871 -4.9361 -0.0452 -0.451
C 1.5524 -3.9096 0.6361 -0.266
C 1.6278 0.1271 -1.0896 -1.116
C 3.2845 0.5991 0.6957 -1.228
C -3.7569 1.0869 -0.1316 -1.371
C -2.3767 3.1211 -0.1950 -1.304
C -1.3356 0.8168 0.0020 -1.399
C -2.4937 1.6837 0.4343 0.684
P 0.7637 1.5497 1.1106 -0.086
H 2.3668 -5.8302 0.4740 0.230
H 2.2923 -5.0167 -1.1867 0.200
H 1.3150 -3.0276 0.0222 0.045
H 1.4146 -3.8628 1.7441 0.243
H 1.8480 -1.0066 -1.0703 0.150
H 0.7513 0.1238 -1.6205 0.375
H 2.4353 0.4196 -1.8169 0.312
H 3.4512 1.2339 1.6169 0.386
H 4.0205 0.9909 -0.0087 0.332
H 3.3181 -0.4977 0.8149 0.269
H -4.5672 1.7400 0.1828 0.417
H -3.9708 0.0802 0.3656 0.344
H -3.8355 0.7804 -1.3054 0.248
H -3.2272 3.7241 0.1227 0.407
H -1.4782 3.7681 0.2822 0.253
H -2.2571 3.0563 -1.2519 0.326
H -1.0207 0.7723 -1.0381 0.388
H -1.3581 -0.0827 0.6132 0.447
H -2.6034 1.7039 1.4572 0.380

# 5
50
Properties=species:S:1:pos:R:3:mulliken_charge:R:1 method="wB97M-V/def2-TZVPD" multiplicity=2 charge=-2 homo_lumo_gap_ha="0.155 / 0.260" energy_ev=-149906.2101 homo_ev="0.756 / -2.102"
O 1.8901 2.5018 -0.9926 -0.905
V 1.1886 1.2816 -0.3637 1.147
O -0.2076 1.1572 -0.9420 -1.067
C -1.3531 4.0577 1.8406 0.558
F -0.4324 5.0578 1.8550 -0.248
F -2.3687 4.5302 2.6483 -0.266
F -1.7946 3.8919 0.6048 -0.175
S -0.5592 2.4128 2.6411 1.088
O 0.2132 1.8371 1.5514 -0.382
O 0.2581 2.8139 3.7422 -0.690
O -1.6207 1.4474 3.0264 -0.749
As 2.7377 -1.3142 -2.6249 1.961
F 4.4360 -0.8553 -2.2560 -0.526
F 3.3562 -2.4908 -3.7944 -0.510
F 1.0358 -1.7240 -3.0051 -0.471
F 2.1711 -0.2427 -1.3581 -0.127
F 2.6411 0.0574 -3.7656 -0.491
F 2.7279 -2.5364 -1.3194 -0.477
C -2.1471 -0.8730 -3.1296 -0.870
O -2.6494 -0.8910 -1.7884 -0.189
C -3.6271 0.0791 -1.4797 -0.396
C -4.0568 -0.0522 -0.0249 -0.474
O -4.6262 -1.3224 0.2977 -0.441
C -3.7882 -2.2731 0.8475 -0.450
H -2.9546 -1.1800 -3.7943 0.382
H -1.3026 -1.5436 -3.2881 0.190
H -1.8063 0.0805 -3.5330 0.354
H -4.4192 0.0045 -2.2247 0.398
H -3.0642 1.0003 -1.6301 0.252
H -4.7661 0.7149 0.2857 0.367
H -3.2600 0.1745 0.6834 0.272
H -4.0563 -3.3297 0.8477 0.316
H -3.7380 -2.1533 1.9297 0.299
H -2.8000 -2.2364 0.3891 0.060
C 4.5412 0.4526 0.3450 -0.943
O 3.2616 0.9532 0.9415 -0.145
C 2.8796 0.2858 2.1308 -0.654
C 2.1305 -0.9703 1.7598 -0.528
O 1.0224 -0.5762 0.9810 0.366
C 0.0730 -1.5373 0.5726 -0.763
H 4.7600 1.0821 -0.5176 0.267
H 4.6524 -0.6155 0.1579 0.330
H 5.3781 0.5237 1.0398 0.353
H 2.2034 0.8802 2.7452 0.132
H 3.7255 0.1666 2.8079 0.446
H 1.7886 -1.4734 2.6642 0.438
H 2.8201 -1.6822 1.3061 0.248
H -0.4237 -2.0570 1.3918 0.326
H 0.5636 -2.3128 -0.0156 0.394
H -0.6338 -1.2024 -0.1866 -0.007

# 6
35
Properties=species:S:1:pos:R:3:mulliken_charge:R:1 method="wB97M-V/def2-TZVPD" multiplicity=2 charge=+3 homo_lumo_gap_ha="0.130 / 0.110" de_lowest_kcal_mol=57.87 energy_ev=-69316.0267 homo_ev="-19.402 / -18.937"
C -3.1049 -1.5486 -2.1770 -1.037
I -2.4524 -3.2040 -0.0572 0.481
H -2.6002 -0.8078 -2.7880 0.435
H -4.0694 -1.1630 -1.8548 0.507
H -3.3206 -2.4211 -2.8105 0.505
V -1.5109 -0.9366 -0.7993 0.098
P 0.6762 -1.8518 -0.6760 1.234
C 1.0512 -3.2734 0.3957 -1.154
C 0.8475 -2.3564 -2.4028 -1.140
H 1.9501 0.1462 -0.9982 0.360
H 3.0448 -1.2165 -0.6752 0.559
H 2.1153 -0.4287 0.6308 0.285
C 2.0849 -0.7603 -0.4085 -1.190
H 0.9130 -1.4499 -3.0200 0.437
H 1.7404 -2.9618 -2.5685 0.422
H 2.0171 -3.7469 0.1863 0.429
H 0.2782 -4.0448 0.3215 0.388
H -0.0362 -2.9077 -2.7404 0.379
H 1.0502 -2.9532 1.4492 0.392
C -1.1540 -0.7542 1.0829 0.589
O -0.9724 -0.7978 2.2357 -0.100
Cl -1.8670 1.1524 -1.5326 -0.221
C 1.0667 3.6306 1.7353 -0.627
C -0.4611 3.7100 1.8137 -0.646
C -0.9491 2.3188 1.3919 -0.312
O 0.1566 1.5358 0.8824 -0.071
C 1.3693 2.3000 1.0399 -0.427
H 1.4782 4.4651 1.1780 0.311
H 1.5192 3.6449 2.7351 0.287
H -0.8602 4.4467 1.1132 0.298
H -0.8219 3.9543 2.8113 0.305
H -1.3580 1.7661 2.2563 0.361
H -1.7190 2.3539 0.5863 0.188
H 1.7995 2.4375 0.0277 0.351
H 2.0990 1.7220 1.6358 0.322